No. 1
Entry from the OMol25 dataset: a 2-piece molecular cluster, C6H16N3O overall in a non-equilibrium geometry (the ωB97M-V functional and the def2-TZVPD basis).

Its spin multiplicity is 3. As for the total energy: -12987.4093 eV. Its energy above the lowest of the compared OMol25 structures with the same formula, charge and spin is 0.0 kcal per mole. As for the molar mass: 146.21 g/mol. The charge is +1. Its orbital gap (spin up / spin down) is 7.476 / 6.837 eV.

XYZ file:
```
26
Properties=species:S:1:pos:R:3:forces:R:3:lowdin_charge:R:1
O 0.90396 1.61445 0.30366 -0.224 0.354 0.273 -0.173
N 2.65458 0.73379 -0.83993 0.399 -0.175 0.353 0.143
N -1.15138 -0.17210 0.66293 0.651 0.362 0.111 0.046
N 0.65229 -1.58089 0.41422 4.354 -3.499 0.091 0.110
C 1.51787 1.25059 -0.83646 -0.183 0.026 -0.877 -0.338
C 1.70582 1.50197 1.48423 0.230 0.143 0.204 -0.056
C -0.29126 -1.01812 -0.17028 -6.400 3.686 -2.207 -0.254
C -2.60630 -0.20738 0.33096 -0.651 -0.029 -0.133 -0.176
C 1.62341 -2.39092 -0.22240 1.829 -0.131 2.378 -0.051
C -2.92219 0.69630 -0.84512 0.150 -0.053 0.135 -0.059
H -0.97901 -0.47112 1.63252 -0.337 0.186 -0.195 0.187
H 3.04918 0.52048 -1.74623 -0.243 0.136 -0.198 0.076
H -2.68780 1.73371 -0.61768 0.033 0.112 0.007 0.089
H -0.76623 0.79885 0.57687 -0.277 -0.285 0.307 0.143
H -3.98309 0.63698 -1.06780 -0.081 -0.023 -0.011 0.093
H -2.87796 -1.24176 0.11060 0.191 0.066 0.134 0.133
H 1.42012 -2.58588 -1.27777 -0.483 0.225 0.056 0.124
H 0.86508 1.48465 -1.68736 0.252 -0.040 0.105 0.145
H -2.37959 0.39981 -1.73736 0.059 -0.038 -0.167 0.076
H -3.16385 0.11297 1.21176 0.154 0.008 0.032 0.132
H -0.56905 -1.06275 -1.22461 0.415 -0.328 0.397 0.150
H 2.68080 1.95460 1.30510 -0.071 -0.071 0.093 0.099
H 1.69344 -3.32030 0.34082 0.048 -0.379 -0.408 0.098
H 2.58258 -1.87708 -0.11166 0.166 -0.187 -0.499 0.084
H 1.17867 2.03704 2.27042 -0.040 -0.056 -0.039 0.099
H 1.84991 0.45207 1.74056 0.059 -0.009 0.060 0.081
```
Positions in Å, forces in eV/Å.

=====

No. 2
Entry from the OMol25 dataset: C6H16N3PdSe as an isolated structure in a non-equilibrium geometry (the ωB97M-V functional and the def2-TZVPD basis).

Its spin multiplicity is 3. As for the total energy: -79774.2929 eV. Its energy above the lowest of the compared OMol25 structures with the same formula, charge and spin is 9.7 kcal per mole. As for the molar mass: 315.59 g/mol. The charge is -1. Its orbital gap (spin up / spin down) is 2.339 / 6.391 eV.

XYZ file:
```
27
Properties=species:S:1:pos:R:3:forces:R:3:lowdin_charge:R:1
Pd 1.21412 0.30403 -1.52707 -0.978 -0.270 1.763 -0.023
Se -0.42955 1.44958 -0.10957 -0.442 1.256 0.018 0.438
N -0.64186 0.21499 2.47663 1.091 -0.176 1.929 -0.189
N 0.29404 1.28938 -3.17725 -0.483 0.581 -1.378 -0.094
N -1.92590 -0.77252 1.02965 -1.282 -1.583 -1.131 -0.184
C -1.96826 -1.52579 2.19413 0.243 0.215 0.173 -0.101
C 0.28374 1.16817 3.04890 -0.162 -0.428 0.007 -0.099
C -1.06154 0.28141 1.17809 -0.210 1.543 -0.661 -0.783
C -2.64545 -1.07923 -0.18365 0.179 0.078 0.540 -0.094
C -1.16469 -0.90984 3.09796 -0.031 0.341 -0.543 -0.096
C 3.29942 -0.26503 -2.40462 0.587 -0.524 -0.336 -0.217
H 1.49383 -0.46193 -0.15254 0.388 -0.515 0.147 -0.081
H 2.29528 -0.83813 -2.12156 1.321 0.062 -0.477 -0.070
H -0.19440 2.11743 -2.83086 0.133 -0.300 -0.032 -0.010
H 4.07453 -0.89317 -1.96503 -0.001 -0.100 0.046 0.003
H -3.72466 -1.13655 0.02146 0.030 0.011 -0.076 0.068
H -2.31443 -2.04153 -0.59945 -0.003 0.083 -0.102 0.066
H -0.39858 0.69369 -3.63319 0.235 0.197 0.148 0.032
H 1.20960 1.20369 2.45672 -0.225 -0.004 0.133 0.066
H -0.15390 2.17663 3.06013 0.052 -0.100 -0.010 0.068
H -2.45716 -0.27942 -0.91186 0.005 -0.278 0.255 0.034
H -2.54978 -2.42842 2.25809 0.041 -0.046 0.097 0.085
H 0.98085 1.57708 -3.86757 -0.194 0.067 -0.118 0.026
H 3.47376 0.75346 -2.03698 -0.294 -0.165 0.016 -0.003
H 3.40938 -0.28569 -3.48640 0.056 0.020 -0.237 -0.007
H 0.50630 0.85405 4.07542 -0.003 0.082 -0.166 0.074
H -0.90471 -1.16634 4.11043 -0.054 -0.046 -0.007 0.092
```
Positions in Å, forces in eV/Å.

=====

No. 3
Entry from the OMol25 dataset: C6H16N4 as an isolated structure in a non-equilibrium geometry (the ωB97M-V functional and the def2-TZVPD basis).

As for the total energy: -12438.3666 eV. Its energy above the lowest of the compared OMol25 structures with the same formula, charge and spin is 68.7 kcal per mole. As for the molar mass: 144.22 g/mol. The charge is 0. Its orbital gap is 9.428 eV.

XYZ file:
```
26
Properties=species:S:1:pos:R:3:forces:R:3:lowdin_charge:R:1
N -0.76619 -1.60780 2.65458 -0.191 -0.127 -0.385 0.004
N -1.02339 -0.86599 1.44455 -2.074 0.446 0.270 -0.055
N -2.79629 0.63761 1.09176 -0.043 -0.184 -0.713 0.025
N -1.02533 1.65539 2.38846 0.421 0.208 0.350 0.098
C 1.35139 -1.24406 -0.92948 -0.038 0.024 0.003 -0.131
C 1.41671 1.32569 -0.54897 -0.004 -0.153 -0.084 -0.039
C -1.68635 0.89528 1.66050 -0.776 -0.557 -0.148 -0.520
C 1.96601 -0.61987 -2.15664 -0.020 0.077 -0.007 -0.097
C 0.94267 0.14382 -1.36830 0.007 0.037 -0.047 -0.552
C -0.43330 0.32632 -1.97368 0.130 -0.113 0.093 -0.039
H 1.68008 -1.01729 -3.12101 -0.056 -0.012 0.003 0.101
H 1.51138 2.21154 -1.17957 0.000 0.024 -0.005 0.086
H 2.38955 1.12866 -0.09820 0.045 -0.006 0.019 0.083
H 0.65658 -2.06037 -1.07813 -0.038 -0.017 -0.042 0.101
H 2.99838 -0.30254 -2.09984 0.013 0.017 0.055 0.101
H 0.70696 1.55975 0.24577 -0.010 0.035 0.038 0.054
H -2.06692 -0.96243 1.00121 2.869 -0.278 0.896 0.151
H -0.11702 1.34122 2.70291 0.049 0.110 -0.228 0.033
H -3.32324 1.32529 0.57900 0.127 0.450 0.399 0.051
H -0.13783 -1.04251 3.22571 -0.112 0.044 -0.105 0.067
H -0.45513 1.21384 -2.60862 -0.014 -0.001 -0.024 0.085
H -1.18739 0.44936 -1.19422 -0.049 0.053 0.014 0.055
H 1.97842 -1.35085 -0.05351 0.053 0.033 0.029 0.100
H -1.64890 -1.64256 3.15985 0.121 0.049 -0.042 0.080
H -0.21410 -0.96143 0.83308 -0.421 -0.135 -0.286 0.073
H -0.71672 -0.53606 -2.57719 0.008 -0.022 -0.053 0.084
```
Positions in Å, forces in eV/Å.

=====

No. 4
Entry from the OMol25 dataset: an isolated ion of composition C6H16N6 and charge +2 in a non-equilibrium geometry (the ωB97M-V functional and the def2-TZVPD basis).

The structure (SMILES) is [H]/N=C(/N)NC(=[NH2+])CC(N)=[N+](C)C. As for the total energy: -15404.5444 eV. Its energy above the lowest of the compared OMol25 structures with the same formula, charge and spin is 46.7 kcal per mole. As for the molar mass: 172.24 g/mol. The charge is +2. Its orbital gap is 9.545 eV.

XYZ file:
```
28
Properties=species:S:1:pos:R:3:forces:R:3:lowdin_charge:R:1
N -0.64229 2.04083 0.60718 0.244 1.160 -0.408 0.235
N -1.39784 -0.11506 0.56995 1.682 -0.103 -0.216 -0.120
N 1.94851 -0.16440 -1.01308 0.903 0.399 -2.954 0.182
N 1.17218 0.74871 -3.19729 3.220 1.808 -1.489 0.148
N 3.18071 -0.46275 0.93111 -3.663 0.558 0.539 0.244
N -0.19200 -0.75181 -2.10051 0.144 -0.072 0.459 0.170
C 0.84420 -0.04017 -2.20180 -2.185 -2.451 3.347 -0.459
C -0.39150 0.72601 0.66067 -3.246 2.439 0.627 -0.315
C -1.20293 -1.49920 0.92557 1.233 -2.300 -0.977 -0.029
C 0.89011 0.31859 1.23576 2.670 -1.017 0.977 -0.007
C 2.02319 -0.19474 0.32436 -0.033 0.439 -1.643 -0.254
C -2.75340 0.20995 0.12763 1.286 1.277 -0.890 0.040
H 3.15996 -0.48281 1.94000 0.773 -0.123 -0.054 0.154
H -3.27039 0.49940 0.96867 -1.489 0.714 1.968 0.092
H 0.52495 0.87163 -4.01349 0.992 -0.462 1.209 0.171
H 2.22721 0.96086 -3.33138 -2.815 -0.139 -0.039 0.172
H -0.16237 -1.84548 1.15798 -0.613 0.733 -0.947 0.109
H -1.52584 -2.14685 0.06020 -0.139 0.461 1.277 0.134
H -3.16323 -0.67254 -0.22875 -0.866 -1.569 -0.809 0.086
H -0.30749 -1.35576 -1.26263 0.511 0.871 -1.121 0.050
H 3.95293 -0.58221 0.36751 2.344 -0.608 -0.769 0.117
H 2.75864 -0.31799 -1.70414 -0.498 -0.111 2.683 0.187
H 1.51855 0.98672 1.92641 -1.775 0.105 -1.163 0.189
H 0.20743 2.59657 0.61977 -0.514 0.300 0.071 0.137
H -1.54438 2.60895 0.59925 1.504 -1.688 -0.232 0.191
H -2.87557 0.99702 -0.63373 0.721 -0.330 0.188 0.129
H -1.61192 -1.76596 1.87770 -1.411 -0.058 0.296 0.117
H 0.51519 -0.43114 1.93737 1.020 -0.235 0.069 0.131
```
Positions in Å, forces in eV/Å.

=====

No. 5
Entry from the OMol25 dataset: a 2-piece molecular cluster, C6H16NO overall in a non-equilibrium geometry (the ωB97M-V functional and the def2-TZVPD basis).

Its spin multiplicity is 2. As for the total energy: -10016.7163 eV. Its energy above the lowest of the compared OMol25 structures with the same formula, charge and spin is 9.8 kcal per mole. As for the molar mass: 118.20 g/mol. The charge is 0. Its orbital gap (spin up / spin down) is 10.557 / 7.753 eV.

XYZ file:
```
24
Properties=species:S:1:pos:R:3:forces:R:3:lowdin_charge:R:1
O 0.11992 1.14815 0.05378 0.049 -0.085 -0.197 0.049
N -1.10780 2.47309 1.62535 0.007 -0.199 -0.433 -0.111
C 0.20234 -1.95569 -0.41521 0.010 -0.096 -0.087 -0.297
C 1.36979 -1.79817 0.54474 0.160 0.046 -0.101 -0.123
C -0.55816 2.29161 0.29442 -0.254 0.430 0.991 -0.358
C -0.10511 2.35100 2.67576 -0.244 -0.240 -0.003 -0.131
C -0.79993 -1.33288 -2.64913 0.116 0.267 0.110 -0.119
C 0.46543 -1.35615 -1.80655 -0.001 -0.600 0.573 -0.291
H 1.49004 -0.76836 0.86122 -0.130 0.205 0.137 0.044
H 1.24714 -2.42878 1.42436 0.043 0.021 0.068 0.068
H -1.84403 1.78578 1.73320 -0.020 0.023 0.267 0.100
H -0.69358 -1.51285 0.03063 -0.026 0.042 -0.059 0.098
H -1.38956 2.40372 -0.40883 0.062 -0.005 -0.393 0.135
H -1.49587 -0.60818 -2.22952 -0.180 0.040 0.044 0.063
H 0.39678 1.38137 2.67957 0.173 -0.065 -0.093 0.067
H 0.87615 -0.35488 -1.66359 0.056 -0.091 -0.283 0.085
H -0.00140 -3.02680 -0.52787 -0.135 0.063 -0.068 0.105
H -1.28912 -2.30900 -2.63337 0.019 0.018 -0.165 0.072
H -0.60270 -1.02346 -3.67612 -0.025 -0.153 -0.043 0.067
H 2.31052 -2.05719 0.06215 0.099 -0.262 -0.069 0.070
H 0.64126 3.13306 2.53186 -0.008 0.032 0.174 0.080
H -0.59025 2.45492 3.64450 0.078 0.245 0.025 0.076
H 1.21270 -2.01266 -2.27072 0.069 0.350 -0.107 0.108
H 0.14547 3.12235 0.11936 0.084 0.013 -0.290 0.143
```
Positions in Å, forces in eV/Å.

=====

No. 6
Entry from the OMol25 dataset: a 2-piece molecular cluster, C6H16NO overall in a non-equilibrium geometry (the ωB97M-V functional and the def2-TZVPD basis).

Its spin multiplicity is 2. As for the total energy: -10014.8056 eV. Its energy above the lowest of the compared OMol25 structures with the same formula, charge and spin is 53.9 kcal per mole. As for the molar mass: 118.20 g/mol. The charge is 0. Its orbital gap (spin up / spin down) is 3.924 / 10.070 eV.

XYZ file:
```
24
Properties=species:S:1:pos:R:3:forces:R:3:lowdin_charge:R:1
O -0.42614 -2.47271 -2.49395 -0.113 0.399 -1.390 -0.148
N 0.17373 -2.07101 -0.00182 0.346 0.182 -1.195 0.044
C 1.13792 1.45558 0.31270 -0.721 -0.251 -0.244 -0.238
C -1.14090 0.03147 0.38861 0.289 0.129 0.259 -0.169
C -0.80841 1.90908 -1.11498 -1.248 1.079 0.615 0.022
C -0.38353 -1.14700 1.00227 0.263 1.394 0.646 -0.250
C 1.32064 1.67946 1.80551 -0.272 1.531 0.243 -0.101
C -0.31227 1.22131 -0.08463 0.339 -0.371 -1.423 -0.312
H -0.47145 2.86912 -1.47256 1.008 -0.057 -0.031 0.056
H 0.68805 1.00737 2.37724 0.454 -0.267 0.305 0.057
H -1.84042 1.82027 -1.44353 -0.036 -0.785 -0.022 0.059
H 1.68511 0.58492 -0.07529 0.193 0.003 0.319 0.077
H 2.34570 1.78286 2.17224 0.001 -0.850 -0.198 0.075
H -1.89879 0.39446 1.06809 -0.042 0.079 0.715 0.117
H -0.21699 -3.03001 -0.06218 -0.352 -0.032 0.378 0.066
H -1.32337 -2.29643 -2.82015 -0.255 -0.182 0.356 0.038
H 1.21322 -2.20737 0.04018 0.243 0.051 0.441 0.037
H 1.44508 2.29911 -0.30917 0.319 0.030 0.336 0.105
H -1.73908 -0.30262 -0.43465 -0.254 -0.286 -0.632 0.086
H 0.43877 -0.69765 1.55419 0.334 -0.440 -0.124 0.075
H -0.96634 -1.62080 1.77372 -0.328 -0.662 -0.224 0.103
H 0.05770 -1.71552 -0.99071 -0.190 -0.290 0.734 0.071
H 0.93768 2.67554 2.08232 -0.259 -0.159 -0.324 0.080
H 0.08406 -2.16944 -3.27344 0.282 -0.244 0.461 0.048
```
Positions in Å, forces in eV/Å.